ORCA calculation (wB97M-V/def2-TZVPD) on a cluster of 2 separate species, C3H9NO2 in total in a non-equilibrium geometry.

Geometry as XYZ:
```
15
C3H9NO2 wB97M-V/def2-TZVPD
O -0.025 -1.739 0.028
C -0.905 -0.988 0.356
C -0.749 0.488 0.587
C 0.546 1.035 0.051
N -1.980 1.164 0.070
H -1.920 -1.375 0.561
H -0.831 0.613 1.660
H 0.588 2.124 0.056
H 0.804 0.650 -0.932
H 1.357 0.817 0.732
H -2.483 0.529 -0.536
H -1.777 1.972 -0.508
H 2.678 -2.178 -1.354
H 1.913 -1.523 -0.174
O 2.784 -1.590 -0.598
```

Computed properties:
energy above the lowest of the compared OMol25 structures with the same formula, charge and spin	140.01	kJ/mol
calculated total energy	-8841.5041	eV
strongest force on any atom	1.340	eV Å⁻¹
SMILES	C[C@@H](N)C=O.O